1.
{"formula": "C22H18IrN6O2S", "method": "ωB97M-V/def2-TZVPD", "elements": ["Ir", "O", "C", "N", "C", "C", "C", "C", "C", "C", "N", "C", "O", "C", "C", "C", "C", "C", "N", "C", "C", "C", "C", "C", "N", "H", "H", "H", "H", "H", "H", "H", "H", "H", "H", "H", "H", "C", "N", "C", "C", "N", "C", "S", "H", "H", "H", "H", "H", "H"], "xyz": [[0.22, -0.07, -0.96], [3.27, 2.85, -0.41], [2.54, 1.95, -0.73], [1.35, 1.59, -0.11], [0.75, 2.30, 0.89], [1.17, 3.52, 1.44], [0.43, 4.13, 2.43], [-0.75, 3.53, 2.94], [-1.20, 2.35, 2.43], [-0.49, 1.72, 1.38], [-0.91, 0.65, 0.72], [-2.06, -0.10, 0.90], [-2.47, -0.55, 1.93], [-2.70, -0.36, -0.43], [-4.06, -0.60, -0.54], [-4.60, -0.75, -1.81], [-3.77, -0.68, -2.92], [-2.41, -0.48, -2.72], [-1.90, -0.30, -1.50], [2.87, 1.05, -1.89], [4.05, 1.24, -2.59], [4.36, 0.35, -3.61], [3.50, -0.71, -3.87], [2.34, -0.82, -3.13], [2.03, 0.05, -2.16], [2.08, 3.97, 1.07], [0.76, 5.08, 2.82], [-1.31, 4.03, 3.72], [-2.08, 1.87, 2.82], [-4.66, -0.66, 0.35], [-5.66, -0.93, -1.93], [-4.15, -0.79, -3.92], [-1.72, -0.44, -3.55], [4.69, 2.07, -2.32], [5.28, 0.47, -4.17], [3.72, -1.43, -4.64], [1.65, -1.64, -3.30], [1.51, -1.53, 2.37], [0.32, -2.34, 2.20], [-0.47, -2.84, 3.21], [-1.48, -3.54, 2.64], [-1.29, -3.46, 1.29], [-0.20, -2.72, 1.02], [0.46, -2.45, -0.54], [1.56, -1.18, 3.39], [1.46, -0.67, 1.69], [2.40, -2.11, 2.14], [-0.26, -2.66, 4.26], [-2.29, -4.07, 3.10], [-1.87, -3.89, 0.59]], "nbo_charge": [1.036, -0.504, 0.648, -0.652, 0.188, -0.252, -0.093, -0.152, -0.254, 0.298, -0.574, 0.654, -0.507, 0.078, -0.183, -0.112, -0.209, 0.084, -0.411, 0.096, -0.172, -0.105, -0.214, 0.080, -0.476, 0.275, 0.248, 0.250, 0.248, 0.265, 0.257, 0.262, 0.231, 0.274, 0.255, 0.258, 0.222, -0.412, -0.294, -0.029, -0.031, -0.464, 0.215, -0.017, 0.242, 0.222, 0.245, 0.262, 0.266, 0.457], "s_squared": 0.797, "homo_lumo_gap_ev": [6.1629, 6.2474], "charge": 2, "relative_energy_kj_mol": 97.8, "spin_multiplicity": 2}


2.
{"formula": "C22H18N2O4", "method": "ωB97M-V/def2-TZVPD", "elements": ["C", "C", "O", "C", "O", "C", "C", "C", "C", "O", "C", "C", "C", "C", "C", "C", "C", "N", "C", "C", "N", "C", "C", "C", "O", "C", "C", "C", "H", "H", "H", "H", "H", "H", "H", "H", "H", "H", "H", "H", "H", "H", "H", "H", "H", "H"], "xyz": [[-4.02, -2.07, 4.45], [-2.76, -1.29, 4.14], [-2.16, -1.64, 2.85], [-1.01, -0.97, 2.54], [-0.42, -0.14, 3.26], [-0.41, -1.18, 1.21], [0.75, -0.45, 0.70], [0.97, -0.82, -0.63], [2.01, -0.29, -1.53], [2.35, -0.96, -2.49], [2.65, 1.05, -1.41], [2.01, 2.13, -0.90], [2.50, 3.54, -0.93], [1.86, 4.55, -0.18], [2.31, 5.86, -0.19], [3.46, 6.24, -0.96], [3.94, 7.59, -1.02], [4.46, 8.64, -1.10], [4.08, 5.25, -1.67], [3.61, 3.93, -1.73], [0.05, -1.83, -0.93], [-0.16, -2.54, -2.16], [-1.15, -3.50, -2.27], [-2.04, -3.75, -1.09], [-2.97, -4.75, -1.05], [-3.40, -5.42, -2.24], [-1.85, -3.02, 0.04], [-0.80, -2.02, 0.18], [-4.38, -1.72, 5.43], [-3.81, -3.15, 4.54], [-4.77, -1.96, 3.68], [-2.04, -1.53, 4.93], [-2.97, -0.19, 4.27], [1.29, 0.32, 1.23], [3.66, 1.17, -1.83], [1.01, 1.97, -0.55], [1.06, 4.26, 0.50], [1.80, 6.58, 0.43], [4.96, 5.50, -2.29], [4.14, 3.23, -2.35], [0.48, -2.39, -3.00], [-1.31, -4.08, -3.17], [-2.66, -6.20, -2.48], [-3.49, -4.74, -3.08], [-4.37, -5.93, -2.11], [-2.45, -3.25, 0.94]], "nbo_charge": [-0.625, -0.071, -0.517, 0.790, -0.618, -0.279, -0.133, -0.020, 0.501, -0.561, -0.249, -0.148, -0.042, -0.191, -0.153, -0.182, 0.275, -0.293, -0.139, -0.195, -0.313, 0.056, -0.324, 0.333, -0.496, -0.255, -0.297, 0.229, 0.222, 0.210, 0.213, 0.189, 0.192, 0.247, 0.225, 0.217, 0.224, 0.228, 0.229, 0.221, 0.250, 0.232, 0.181, 0.180, 0.207, 0.252], "homo_lumo_gap_ev": 7.2764, "charge": 0, "relative_energy_kj_mol": 292.7, "smiles": "CCOC(=O)c1cc(C(=O)/C=C/c2ccc(C#N)cc2)n2ccc(OC)cc12"}


3.
{"formula": "C22H18N6O", "method": "ωB97M-V/def2-TZVPD", "elements": ["C", "O", "C", "C", "C", "C", "C", "C", "C", "C", "N", "C", "C", "C", "C", "C", "C", "C", "N", "C", "N", "C", "C", "C", "N", "N", "C", "N", "C", "H", "H", "H", "H", "H", "H", "H", "H", "H", "H", "H", "H", "H", "H", "H", "H", "H", "H"], "xyz": [[-2.72, 1.43, -1.53], [-2.54, 2.58, -0.70], [-1.78, 2.35, 0.39], [-2.43, 2.53, 1.67], [-1.81, 2.34, 2.91], [-0.52, 1.93, 2.91], [0.22, 1.84, 1.69], [-0.41, 2.04, 0.43], [0.35, 2.07, -0.85], [0.62, 3.21, -1.69], [1.36, 2.89, -2.87], [1.65, 1.61, -2.64], [2.61, 0.79, -3.33], [2.87, -0.53, -2.98], [2.02, -1.10, -1.96], [1.84, -2.57, -1.81], [2.78, -3.54, -2.32], [2.43, -4.90, -2.25], [1.29, -5.42, -1.75], [0.51, -4.54, -1.24], [-0.52, -4.90, -0.33], [-1.01, -3.79, 0.32], [-0.25, -2.69, -0.05], [0.77, -3.14, -1.06], [1.14, -0.33, -1.29], [1.10, 1.08, -1.51], [-0.05, 1.57, 4.33], [-1.21, 2.25, 5.08], [-2.37, 2.48, 4.31], [-3.29, 0.65, -1.02], [-3.30, 1.69, -2.40], [-1.78, 0.96, -1.83], [-3.51, 2.72, 1.68], [1.27, 1.46, 1.78], [0.15, 4.11, -1.29], [3.16, 1.28, -4.16], [3.55, -1.25, -3.50], [3.58, -3.32, -2.95], [2.98, -5.52, -2.96], [-0.83, -5.85, -0.28], [-1.86, -3.65, 1.02], [-0.25, -1.69, 0.28], [0.17, 0.64, 4.74], [0.87, 2.01, 4.46], [-0.84, 3.06, 5.54], [-3.10, 1.68, 4.49], [-2.89, 3.50, 4.50]], "nbo_charge": [-0.249, -0.510, 0.305, -0.232, -0.025, -0.033, -0.180, -0.075, 0.044, -0.037, -0.438, 0.266, -0.149, -0.248, 0.175, -0.024, -0.254, 0.017, -0.424, 0.346, -0.548, -0.010, -0.304, -0.081, -0.236, -0.150, -0.243, -0.635, -0.234, 0.174, 0.199, 0.183, 0.216, 0.222, 0.220, 0.242, 0.231, 0.213, 0.192, 0.421, 0.236, 0.247, 0.206, 0.194, 0.367, 0.192, 0.210], "homo_lumo_gap_ev": 7.6854, "charge": 0, "relative_energy_kj_mol": 303.3, "smiles": "COc1cc2c(cc1-c1cnc3ccc(-c4ccnc5[nH]ccc45)nn13)CNC2"}


4.
{"formula": "C22H18NO7S2", "method": "ωB97M-V/def2-TZVPD", "elements": ["C", "C", "C", "C", "S", "C", "C", "S", "C", "C", "C", "C", "C", "C", "O", "O", "O", "O", "C", "C", "H", "H", "H", "H", "H", "H", "H", "H", "H", "H", "H", "H", "C", "C", "O", "C", "C", "C", "C", "C", "C", "N", "O", "O", "H", "H", "H", "H", "H", "H"], "xyz": [[2.37, -3.88, 0.61], [2.87, -2.95, -0.30], [2.85, -1.58, 0.00], [2.32, -1.16, 1.22], [2.25, 0.61, 1.62], [0.50, 1.13, 1.56], [-0.05, 1.82, 2.58], [-0.40, 0.72, 0.05], [-1.65, -0.47, 0.57], [-1.42, -1.84, 0.37], [-2.33, -2.76, 0.89], [-3.48, -2.32, 1.55], [-3.74, -0.95, 1.68], [-2.82, -0.02, 1.18], [-1.08, 1.91, -0.39], [0.47, -0.01, -0.84], [2.67, 0.74, 2.99], [2.95, 1.28, 0.55], [1.88, -2.09, 2.17], [1.87, -3.45, 1.84], [2.36, -4.94, 0.36], [3.28, -3.26, -1.26], [3.24, -0.85, -0.70], [-1.10, 2.10, 2.52], [0.61, 2.07, 3.40], [-0.54, -2.17, -0.17], [-2.12, -3.83, 0.78], [-4.19, -3.04, 1.95], [-4.65, -0.59, 2.16], [-3.00, 1.05, 1.27], [1.54, -1.74, 3.14], [1.48, -4.17, 2.57], [-1.34, 3.50, 4.44], [-0.93, 4.71, 3.76], [0.14, 4.70, 3.12], [-1.78, 5.96, 3.84], [-2.14, 6.53, 5.06], [-2.75, 7.80, 5.10], [-3.07, 8.45, 3.91], [-2.74, 7.86, 2.68], [-2.06, 6.64, 2.65], [-2.56, 3.39, 5.06], [-2.87, 2.30, 5.63], [-3.37, 4.36, 5.09], [-0.66, 2.70, 4.68], [-1.90, 6.03, 6.00], [-2.98, 8.24, 6.07], [-3.57, 9.43, 3.94], [-2.99, 8.36, 1.74], [-1.75, 6.19, 1.71]], "nbo_charge": [-0.200, -0.224, -0.190, -0.222, 2.152, -0.646, -0.197, 2.160, -0.243, -0.218, -0.221, -0.194, -0.208, -0.210, -0.915, -0.947, -0.932, -0.923, -0.216, -0.226, 0.212, 0.217, 0.254, 0.250, 0.256, 0.244, 0.214, 0.214, 0.227, 0.245, 0.241, 0.217, -0.368, 0.457, -0.647, 0.004, -0.171, -0.229, -0.231, -0.235, -0.220, 0.468, -0.532, -0.513, 0.202, 0.221, 0.200, 0.198, 0.201, 0.220], "homo_lumo_gap_ev": 6.8245, "charge": -1}


Please write out number 3 again, unchanged.
{"formula": "C22H18N6O", "method": "ωB97M-V/def2-TZVPD", "elements": ["C", "O", "C", "C", "C", "C", "C", "C", "C", "C", "N", "C", "C", "C", "C", "C", "C", "C", "N", "C", "N", "C", "C", "C", "N", "N", "C", "N", "C", "H", "H", "H", "H", "H", "H", "H", "H", "H", "H", "H", "H", "H", "H", "H", "H", "H", "H"], "xyz": [[-2.72, 1.43, -1.53], [-2.54, 2.58, -0.70], [-1.78, 2.35, 0.39], [-2.43, 2.53, 1.67], [-1.81, 2.34, 2.91], [-0.52, 1.93, 2.91], [0.22, 1.84, 1.69], [-0.41, 2.04, 0.43], [0.35, 2.07, -0.85], [0.62, 3.21, -1.69], [1.36, 2.89, -2.87], [1.65, 1.61, -2.64], [2.61, 0.79, -3.33], [2.87, -0.53, -2.98], [2.02, -1.10, -1.96], [1.84, -2.57, -1.81], [2.78, -3.54, -2.32], [2.43, -4.90, -2.25], [1.29, -5.42, -1.75], [0.51, -4.54, -1.24], [-0.52, -4.90, -0.33], [-1.01, -3.79, 0.32], [-0.25, -2.69, -0.05], [0.77, -3.14, -1.06], [1.14, -0.33, -1.29], [1.10, 1.08, -1.51], [-0.05, 1.57, 4.33], [-1.21, 2.25, 5.08], [-2.37, 2.48, 4.31], [-3.29, 0.65, -1.02], [-3.30, 1.69, -2.40], [-1.78, 0.96, -1.83], [-3.51, 2.72, 1.68], [1.27, 1.46, 1.78], [0.15, 4.11, -1.29], [3.16, 1.28, -4.16], [3.55, -1.25, -3.50], [3.58, -3.32, -2.95], [2.98, -5.52, -2.96], [-0.83, -5.85, -0.28], [-1.86, -3.65, 1.02], [-0.25, -1.69, 0.28], [0.17, 0.64, 4.74], [0.87, 2.01, 4.46], [-0.84, 3.06, 5.54], [-3.10, 1.68, 4.49], [-2.89, 3.50, 4.50]], "nbo_charge": [-0.249, -0.510, 0.305, -0.232, -0.025, -0.033, -0.180, -0.075, 0.044, -0.037, -0.438, 0.266, -0.149, -0.248, 0.175, -0.024, -0.254, 0.017, -0.424, 0.346, -0.548, -0.010, -0.304, -0.081, -0.236, -0.150, -0.243, -0.635, -0.234, 0.174, 0.199, 0.183, 0.216, 0.222, 0.220, 0.242, 0.231, 0.213, 0.192, 0.421, 0.236, 0.247, 0.206, 0.194, 0.367, 0.192, 0.210], "homo_lumo_gap_ev": 7.6854, "charge": 0, "relative_energy_kj_mol": 303.3, "smiles": "COc1cc2c(cc1-c1cnc3ccc(-c4ccnc5[nH]ccc45)nn13)CNC2"}


- Look up the charge of the first one.
  +2